Formula: C57H59BiFN4O2P2
Source: OMol25
Level of theory: ωB97M-V/def2-TZVPD

LUMO: -2.625 eV
E_HOMO: -9.92 eV
charge: +1
energy relative to the best compared isomer or geometry (same formula, charge and spin): 0.0 kJ/mol

XYZ file:
```
126
Properties=species:S:1:pos:R:3:forces:R:3:lowdin_charge:R:1
Bi -0.330246 -0.777922 -0.164488 0.1 0.1 0.6 1.74
C 1.635643 3.076273 -1.639282 0.2 -0.4 0.1 -0.28
N 2.972153 2.672351 -1.242978 -0.1 -0.1 0.2 -0.20
C 3.397172 1.380222 -1.737935 -0.3 0.2 0.1 -0.30
P 2.686061 -0.111640 -0.837085 0.5 -0.1 -0.3 1.00
C 3.847194 -0.259589 0.566556 -0.1 0.0 0.0 -0.37
C 4.301707 -1.498343 1.021321 0.0 0.0 0.0 -0.12
C 5.140432 -1.575824 2.124115 0.0 0.0 0.0 -0.07
C 5.523301 -0.421295 2.796163 0.0 0.0 0.0 -0.07
C 5.050005 0.811482 2.370811 0.0 0.0 0.0 -0.07
C 4.211823 0.893830 1.265213 0.0 0.0 0.0 -0.08
C 3.256980 -1.348249 -2.065185 -0.1 0.0 0.0 -0.39
C 4.568008 -1.809539 -2.174016 0.0 0.0 -0.1 -0.08
C 4.912346 -2.710736 -3.174088 0.0 0.0 0.0 -0.07
C 3.959393 -3.146992 -4.085384 0.0 0.0 0.0 -0.07
C 2.655510 -2.680294 -3.998967 0.0 0.0 0.0 -0.08
C 2.309483 -1.789538 -2.991623 0.0 0.0 0.1 -0.12
C 3.934912 3.690661 -0.998559 -0.1 0.0 -0.1 -0.25
C 3.648814 4.677532 -0.053159 0.0 0.0 0.0 -0.03
C 4.563928 5.686546 0.206262 0.0 0.0 0.0 -0.07
C 5.784238 5.720422 -0.457866 0.0 0.0 0.0 -0.09
C 6.073946 4.737657 -1.392372 0.0 0.0 0.0 -0.08
C 5.155868 3.731261 -1.669067 0.0 0.0 0.0 -0.02
P 0.285344 2.290349 -0.596467 -0.3 0.5 -0.3 1.01
C 0.144389 3.565525 0.701040 0.1 -0.1 0.1 -0.39
C 0.617995 3.219587 1.968609 -0.1 0.0 0.0 -0.11
C 0.689727 4.175155 2.977787 0.0 0.0 -0.1 -0.07
C 0.273308 5.475547 2.729971 0.0 0.0 0.0 -0.07
C -0.200444 5.826406 1.469212 0.0 0.0 0.0 -0.07
C -0.252263 4.882010 0.454992 0.1 0.0 0.1 -0.11
C -1.123561 2.556838 -1.742934 0.0 0.0 0.0 -0.39
C -1.046952 1.891434 -2.972364 -0.1 0.0 0.0 -0.13
C -2.076893 1.982627 -3.899606 0.0 0.0 0.0 -0.08
C -3.209465 2.730816 -3.603600 0.0 0.0 0.0 -0.07
C -3.312578 3.363330 -2.372629 0.0 0.0 0.0 -0.07
C -2.281170 3.272324 -1.445881 0.0 0.0 0.0 -0.11
H 1.449217 2.822997 -2.690255 0.0 0.0 0.0 0.09
H 1.529049 4.149902 -1.527500 0.0 0.1 -0.1 0.09
H 4.472961 1.272117 -1.635375 0.1 0.1 0.0 0.09
H 3.133717 1.241220 -2.795127 0.0 0.0 0.0 0.10
H 4.000494 -2.406940 0.515538 0.0 0.0 0.0 0.09
H 5.496498 -2.541533 2.461674 0.0 0.0 0.0 0.11
H 6.184619 -0.485041 3.651818 0.0 0.0 0.0 0.11
H 5.331767 1.715868 2.897122 0.0 0.0 0.0 0.11
H 3.836430 1.862883 0.952234 0.1 -0.1 0.0 0.09
H 5.323523 -1.468273 -1.476612 0.0 0.0 0.0 0.11
H 5.931101 -3.072490 -3.242589 0.0 0.0 0.0 0.11
H 4.234267 -3.849147 -4.862717 0.0 0.0 0.0 0.11
H 1.910386 -3.013458 -4.711053 0.0 0.0 0.0 0.11
H 1.284330 -1.430487 -2.922341 0.0 0.0 0.0 0.07
H 2.708159 4.643887 0.489155 0.1 0.0 0.0 0.10
H 4.326947 6.443753 0.945059 0.0 0.0 0.0 0.11
H 6.500508 6.506006 -0.251321 0.0 0.0 0.0 0.10
H 7.016822 4.756710 -1.926986 -0.1 0.0 0.0 0.11
H 5.389953 2.989513 -2.423141 0.0 0.1 0.0 0.11
H 0.933122 2.196874 2.152336 0.0 0.0 0.0 0.08
H 1.084151 3.905298 3.950222 0.0 0.0 0.0 0.11
H 0.326204 6.220612 3.514827 0.0 0.0 0.0 0.11
H -0.515038 6.845106 1.273911 0.0 -0.1 0.0 0.11
H -0.582656 5.178508 -0.533771 0.0 0.0 0.0 0.11
H -0.169199 1.293297 -3.208047 0.0 0.0 0.0 0.09
H -1.994588 1.474089 -4.852983 0.0 0.0 0.0 0.11
H -4.010376 2.816413 -4.328428 0.0 0.0 0.0 0.11
H -4.203369 3.932661 -2.131967 0.0 0.0 0.0 0.11
H -2.386438 3.753207 -0.481252 0.0 0.0 0.0 0.10
C -2.523369 -1.857238 -2.994570 0.1 -0.1 0.0 -0.08
C -2.345063 -2.991976 -1.977277 -0.1 0.0 0.0 -0.39
C -2.709753 -4.333185 -2.631344 0.1 0.1 0.1 -0.04
C -3.155642 -2.788795 -0.697302 0.1 0.0 0.1 -0.17
C -4.538643 -2.700784 -0.823444 -0.1 0.0 0.0 -0.05
C -5.347862 -2.560259 0.290154 0.0 0.0 0.0 -0.06
C -4.775246 -2.593692 1.550362 0.0 -0.1 0.0 -0.03
C -3.398480 -2.729774 1.738500 -0.1 0.0 0.1 -0.12
C -2.935842 -2.896603 3.187239 0.2 0.1 -0.1 -0.35
C -2.482740 -1.574471 3.808391 0.1 0.0 -0.1 -0.05
C -1.895113 -3.990726 3.432624 -0.1 0.0 0.1 -0.05
C -2.576561 -2.744631 0.596624 0.1 -0.1 -0.3 -0.23
N -1.140658 -2.681348 0.722292 -0.2 -0.1 -0.2 -0.14
C -0.446476 -3.880614 0.529327 -0.3 0.1 0.0 -0.28
C -1.012313 -5.161719 0.609903 -0.1 0.0 -0.2 -0.03
C -0.247736 -6.303142 0.412426 0.0 0.0 0.0 -0.07
C 1.108744 -6.219825 0.118136 -0.1 0.0 0.0 -0.08
C 1.696849 -4.966153 0.039871 0.2 0.0 0.0 -0.01
C 0.911081 -3.863033 0.256986 0.0 -0.2 0.0 -0.22
F 1.477668 -2.611126 0.162285 0.2 0.1 0.0 -0.09
H -2.019930 -2.119355 -3.929489 0.0 0.1 0.0 0.09
H -2.093742 -0.909381 -2.649774 -0.1 -0.1 -0.1 0.02
H -3.578557 -1.686461 -3.225590 0.1 0.0 0.0 0.09
H -1.284796 -3.049979 -1.729985 0.1 0.0 0.1 0.09
H -3.750346 -4.337698 -2.964443 0.1 0.0 0.0 0.08
H -2.569813 -5.155373 -1.930598 0.0 0.0 0.0 0.08
H -2.069865 -4.514857 -3.497941 -0.1 0.0 0.0 0.08
H -4.992490 -2.745888 -1.809797 0.1 0.0 0.1 0.12
H -6.422247 -2.462007 0.181397 0.1 0.0 0.0 0.11
H -5.418159 -2.551086 2.425661 0.1 0.0 -0.1 0.12
H -3.830072 -3.213104 3.727526 -0.1 0.0 0.0 0.13
H -1.603317 -1.188869 3.285504 -0.1 0.0 0.0 0.05
H -2.218004 -1.724085 4.858438 0.0 0.0 -0.1 0.09
H -3.278313 -0.828342 3.759936 0.0 0.0 0.0 0.08
H -0.950627 -3.784771 2.936582 0.0 0.0 0.1 0.05
H -2.253598 -4.965403 3.095077 0.0 0.1 0.0 0.08
H -1.700849 -4.061378 4.505859 0.0 0.0 0.0 0.09
H -2.069989 -5.249777 0.826955 0.1 0.0 -0.1 0.12
H -0.724658 -7.273439 0.489276 0.0 0.1 0.0 0.11
H 1.698289 -7.111156 -0.052249 0.0 0.1 0.0 0.11
H 2.748023 -4.833670 -0.194217 -0.1 0.0 0.0 0.12
C 0.914988 -1.018619 2.636242 -0.1 0.1 -0.1 -0.18
O 0.319720 -0.131641 1.682419 0.0 -0.2 0.0 -0.58
H 1.981323 -1.140341 2.447096 0.1 0.0 -0.1 0.06
H 0.440564 -2.001150 2.636130 0.0 0.0 0.0 0.05
H 0.786211 -0.576099 3.627240 0.0 0.0 0.0 0.09
N -5.994015 3.376139 2.429607 -0.1 -0.1 0.0 0.19
C -6.020493 2.330544 1.567139 -0.1 0.1 0.0 -0.49
O -7.042858 1.863785 1.110453 0.1 0.1 0.0 0.08
C -4.685304 1.739023 1.182250 -0.1 0.0 0.0 -0.10
C -3.535251 1.844369 1.948715 0.1 0.1 0.1 0.02
C -2.394962 1.176359 1.544592 0.1 -0.1 -0.2 -0.12
N -2.361533 0.448967 0.420109 -0.2 0.0 0.2 -0.06
C -3.456436 0.394018 -0.352447 0.2 0.0 0.0 -0.11
C -4.636131 1.005438 0.007388 -0.1 0.0 -0.1 0.03
H -6.875263 3.787255 2.689332 0.0 0.0 0.0 0.12
H -5.147732 3.809939 2.747157 0.0 0.0 0.0 0.10
H -3.506523 2.405735 2.875181 0.0 -0.1 0.0 0.12
H -1.477093 1.205777 2.116922 0.0 -0.1 0.0 0.10
H -3.379337 -0.159806 -1.280311 0.0 0.1 0.2 0.09
H -5.518325 0.921700 -0.613473 0.0 0.0 0.0 0.14
```
Positions in Å, forces in eV/Å.